--- i ---
Molecular formula: C3H5NO
Method: DFT, wB97M-V/def2-TZVPD

```
10
Properties=species:S:1:pos:R:3:mulliken_charge:R:1
C -1.55192 1.37988 -0.09970 -0.12
O -0.45614 1.70381 -0.47465 -0.37
C 0.93612 -1.22121 -0.46750 -0.33
C 1.04534 -0.46737 0.75894 0.06
N 1.94220 -1.33700 0.66932 -0.48
H -1.80081 0.31463 0.10187 0.23
H -2.33692 2.14538 0.06101 0.27
H 0.71031 0.31743 1.42306 0.29
H 1.29921 -0.80577 -1.40718 0.21
H 0.21262 -2.02977 -0.56518 0.23
```

Results
- Structure (SMILES): C1=NC1.C=O
- Kohn-Sham gap: 10.6 eV

--- ii ---
Molecular formula: C3H5NO
Method: DFT, wB97M-V/def2-TZVPD

```
10
Properties=species:S:1:pos:R:3:mulliken_charge:R:1
C -1.10417 0.32345 0.47930 -0.40
C 0.13492 0.87388 -0.28447 -0.26
C 1.21227 0.01918 -0.24243 0.28
H -2.66196 -0.56272 -0.78439 0.36
H -0.78922 0.21609 1.56838 0.26
H -1.99126 1.04980 0.54747 0.28
H 0.44775 1.85328 0.06476 0.31
H -0.28946 0.92676 -1.28665 0.20
N 2.18049 -0.55074 0.20811 -0.47
O -1.42968 -0.86589 -0.16009 -0.56
```

Results
- Kohn-Sham gap: 9.8 eV

--- iii ---
Molecular formula: C3H5NO
Method: DFT, wB97M-V/def2-TZVPD

```
10
Properties=species:S:1:pos:R:3:mulliken_charge:R:1
C -1.85511 -0.00318 -0.32104 -0.66
C 1.62533 -0.09480 0.68194 -0.41
O 2.68503 0.43205 -0.03277 -0.50
N -0.62523 -0.73685 -0.24026 -0.32
C 0.43104 -0.33433 0.21910 0.46
H 2.41922 0.56020 -0.94910 0.29
H 1.88335 -0.30020 1.70896 0.32
H -1.80565 1.00594 0.10156 0.30
H -2.61721 -0.58092 0.20194 0.26
H -2.14078 0.05210 -1.37034 0.28
```

Results
- Structure (SMILES): CN=C=CO
- Kohn-Sham gap: 8.8 eV

iii takes first place; second place is 0.0419 hartree up.

--- i ---
Molecular formula: C3H5NO
Method: DFT, wB97M-V/def2-TZVPD

```
10
Properties=species:S:1:pos:R:3:mulliken_charge:R:1
C 0.47396 0.27263 0.81736 -0.20
C 0.72985 -0.25376 -0.61666 -0.33
N -0.60948 -0.48169 -1.17399 -0.48
C -1.40813 -0.16384 -0.24671 0.07
O -0.93986 0.07962 1.00002 -0.37
H 1.02919 -0.24769 1.60190 0.24
H 0.63700 1.35141 0.90898 0.22
H 1.17132 0.51168 -1.25923 0.24
H 1.37535 -1.13818 -0.65176 0.26
H -2.45652 0.06261 -0.38321 0.37
```

Results
- Structure (SMILES): C1=NCCO1
- Kohn-Sham gap: 10.6 eV

--- ii ---
Molecular formula: C3H5NO
Method: DFT, wB97M-V/def2-TZVPD

```
10
Properties=species:S:1:pos:R:3:mulliken_charge:R:1
C -1.00206 0.86275 0.23251 -0.69
O -0.55603 0.21351 -0.94018 -0.34
C 0.49427 -0.70568 -0.81832 -0.18
C 1.36833 -0.54764 0.36324 0.20
N 2.05794 -0.47411 1.28893 -0.36
H -1.93359 1.36289 -0.03967 0.24
H -0.27437 1.61288 0.56794 0.30
H -1.19852 0.16460 1.05887 0.33
H 1.12002 -0.59644 -1.71032 0.26
H 0.11143 -1.73644 -0.80086 0.25
```

Results
- Structure (SMILES): COCC#N
- Kohn-Sham gap: 11.3 eV

i takes first place; second place is 0.0169 hartree up.